Run i
This record from OMol25 describes 2 unconnected molecules or ions with the total composition C3H10NO2S. The level of theory is ωB97M-V/def2-TZVPD.

Cartesian coordinates (Å):
C  -0.5418  1.2102  0.1350
O  0.5405  2.0294  -0.0275
C  0.1034  -0.1860  0.3958
C  -0.9373  -1.3904  0.5806
S  -0.0918  -2.9465  0.1986
N  1.0668  -0.1772  1.5356
H  -1.1067  1.7091  0.8934
H  -1.1286  1.0316  -0.8275
H  0.6673  -0.3666  -0.5326
H  -1.8369  -1.2310  -0.0846
H  -1.3502  -1.5600  1.5665
H  0.8465  -2.7442  1.2736
H  0.3634  -0.0337  2.3319
H  1.7839  0.5729  1.5217
H  -0.2025  2.9085  -2.0741
H  -0.3743  4.4716  -2.2623
O  0.0337  3.6987  -2.7727

Calculated values
Orbital gap (Ha): 0.22637
Charge: -1

***

Run ii
This record from OMol25 describes 2 unconnected molecules or ions with the total composition C3H10NO2S. The level of theory is ωB97M-V/def2-TZVPD.

Cartesian coordinates (Å):
C  0.0967  0.7553  -0.1838
C  0.1259  1.6527  1.0505
S  -0.9416  3.1464  0.9390
N  1.2230  -0.1446  -0.1654
C  0.8215  -1.5733  -0.0986
O  0.1011  -1.9969  -1.1714
H  0.0499  1.3758  -1.0839
H  -0.7994  0.1470  -0.2318
H  -0.2004  1.1805  1.9563
H  1.1365  2.0516  1.1439
H  -0.9152  3.3254  -0.3883
H  1.8634  -0.0012  -0.9308
H  0.2331  -1.6101  0.8498
H  1.7269  -2.1461  0.0118
H  -1.2147  -4.3405  -1.0765
H  0.0528  -3.5107  -1.1589
O  -0.2704  -4.5038  -1.0706

Calculated values
Orbital gap (Ha): 0.24175
Charge: -1

***

Run iii
This record from OMol25 describes 2 unconnected molecules or ions with the total composition C3H10NO2S. The level of theory is ωB97M-V/def2-TZVPD.

Cartesian coordinates (Å):
C  -1.0587  0.1390  0.3768
O  -1.2270  -1.1820  0.6265
C  0.3922  0.5021  -0.1879
C  0.2529  0.7006  -1.6997
S  1.3196  1.9723  -2.4492
N  1.3199  -0.5690  0.1376
H  -1.8158  0.5582  -0.3250
H  -1.2814  0.7515  1.2842
H  0.7004  1.3728  0.3700
H  -0.7614  0.7110  -2.0857
H  0.6723  -0.2094  -2.1523
H  0.5571  3.0230  -2.1086
H  1.4005  -1.1827  -0.6655
H  0.7857  -1.1119  0.8223
H  -0.9985  -1.6298  2.0479
H  0.2951  -2.1416  3.0233
O  -0.5530  -1.7040  2.9855

Calculated values
Orbital gap (Ha): 0.24539
Charge: -1

***

Least stable = run i